No. 1
{
  "formula": "C4H6ClF",
  "method": "ωB97M-V/def2-TZVPD",
  "elements": ["H", "C", "Cl", "H", "H", "H", "H", "C", "F", "C", "C", "H"],
  "positions_angstrom": [[1.845, 1.060, -0.691], [-1.308, 0.328, 0.523], [-2.834, -0.031, -0.460], [-1.613, 0.817, 1.473], [0.124, -1.525, -0.352], [-0.952, -0.655, 0.903], [1.810, -1.507, -1.010], [-0.210, 1.015, -0.142], [-0.359, 2.385, -0.291], [0.991, 0.441, -0.477], [1.152, -1.031, -0.259], [1.353, -1.297, 0.783]],
  "homo_ev": -9.57,
  "orbital_gap_ev": 10.293,
  "molar_mass_g_mol": 108.54,
  "max_force_ev_per_a": 3.04,
  "smiles": "C/C=C(/F)CCl",
  "multiplicity": 1
}



No. 2
{
  "formula": "C5H12N2O",
  "method": "ωB97M-V/def2-TZVPD",
  "elements": ["H", "H", "H", "N", "H", "N", "C", "C", "H", "H", "C", "C", "C", "H", "H", "H", "H", "H", "H", "O"],
  "positions_angstrom": [[-2.654, 0.802, -0.728], [-2.244, 1.246, -2.957], [-0.901, 0.582, 0.915], [-1.436, 1.292, -2.340], [0.138, -1.739, 2.239], [0.883, -1.221, 1.801], [0.744, 0.044, -0.404], [-0.540, 0.836, -0.093], [0.862, -0.159, -1.475], [-1.659, -0.529, -1.280], [1.583, -0.297, 2.500], [-1.653, 0.547, -1.083], [0.831, -1.280, 0.331], [1.603, 0.661, -0.195], [-0.075, -1.844, 0.102], [1.354, -0.281, 3.584], [-0.671, 0.879, -2.865], [1.676, -1.871, -0.024], [-0.272, 1.898, -0.048], [2.429, 0.434, 2.021]],
  "homo_ev": -9.33,
  "orbital_gap_ev": 10.116,
  "molar_mass_g_mol": 116.16,
  "max_force_ev_per_a": 0.86,
  "smiles": "NCCCCNC=O",
  "multiplicity": 1
}



No. 3
{
  "formula": "C18H19F5FeIN4OS",
  "method": "ωB97M-V/def2-TZVPD",
  "elements": ["H", "H", "C", "C", "H", "F", "H", "F", "N", "H", "C", "H", "C", "H", "H", "Fe", "C", "H", "C", "H", "H", "N", "F", "F", "C", "C", "C", "H", "C", "H", "C", "N", "C", "C", "H", "C", "C", "N", "H", "H", "S", "C", "I", "C", "O", "H", "C", "F", "H", "H"],
  "positions_angstrom": [[1.032, 1.613, 1.553], [2.712, -1.140, 1.511], [-0.888, 0.647, 3.678], [-0.116, -1.656, 3.860], [-3.940, 1.958, 0.154], [-2.370, 1.174, 1.927], [1.725, 1.961, -0.051], [0.266, -0.098, 5.617], [-2.155, 2.921, -0.399], [1.502, -4.621, -1.182], [2.086, -0.605, 0.785], [-4.135, 3.387, -0.924], [1.486, -3.548, -1.061], [1.710, 3.188, 1.261], [-0.077, 4.799, 1.251], [-0.842, 0.244, -1.540], [-1.904, 4.141, 0.199], [1.158, -0.403, 1.343], [2.002, -2.829, -0.034], [0.441, -2.961, -3.987], [1.810, 0.195, -4.423], [0.899, -2.672, -1.927], [-0.544, -3.156, 2.074], [0.469, -2.645, 4.579], [1.962, -0.767, -3.897], [-0.580, -1.897, 2.570], [-0.249, -0.368, 4.401], [1.058, -1.327, -4.219], [1.071, -1.326, -1.495], [2.596, 0.307, 0.483], [-0.644, 4.081, 0.688], [1.855, -1.501, -0.319], [0.023, -3.136, -2.984], [-1.035, 2.115, -0.416], [2.856, -1.246, -4.287], [-1.433, 0.336, 2.438], [1.819, -0.394, -2.503], [-0.138, 2.838, 0.333], [-0.973, -2.671, -2.893], [-0.061, -4.221, -2.839], [-1.613, -1.194, 0.141], [-3.508, 2.524, -0.685], [-2.803, 0.210, -2.940], [1.151, 2.381, 0.779], [2.116, 0.736, -2.092], [-3.469, 1.869, -1.580], [-1.172, -0.882, 1.780], [-0.988, 1.910, 4.165], [2.479, -3.183, 0.861], [-2.651, 4.912, 0.247]],
  "homo_ev": [2.41, -0.33],
  "total_charge": -2,
  "orbital_gap_ev": [1.767, 4.494],
  "molar_mass_g_mol": 617.18,
  "max_force_ev_per_a": 4.11,
  "multiplicity": 6
}



No. 4
{
  "formula": "C4H7OP",
  "method": "ωB97M-V/def2-TZVPD",
  "elements": ["H", "O", "P", "H", "H", "C", "C", "H", "C", "H", "H", "C", "H"],
  "positions_angstrom": [[2.149, 0.896, 0.762], [-1.152, 0.169, -0.670], [0.107, 0.074, 1.779], [-2.103, -0.833, 0.956], [-2.181, 0.952, 1.071], [1.143, -0.367, -0.418], [1.175, 0.848, 0.349], [1.863, -1.101, -0.076], [-0.053, -0.619, -1.194], [-0.238, -1.697, -1.051], [0.680, 1.717, -0.021], [-1.410, 0.056, 0.729], [0.020, -0.094, -2.216]],
  "homo_ev": [-7.51, -7.51],
  "orbital_gap_ev": [7.312, 7.308],
  "molar_mass_g_mol": 102.07,
  "max_force_ev_per_a": 3.74,
  "multiplicity": 1
}